# 1
Formula: C4H3NO
Source: the Open Molecules 2025 dataset
Level of theory: ωB97M-V/def2-TZVPD

Computed properties:
SMILES: C#C[C@H]1N=C1O
Total charge: 0
Energy above the lowest of the compared OMol25 structures with the same formula, charge and spin in eV: 2.616

```
9
Properties=species:S:1:pos:R:3:lowdin_charge:R:1
O 1.6641 -1.0692 1.0268 0.14
C -0.1237 0.7155 0.4358 -0.21
C -0.6402 0.5754 -0.9091 -0.10
C -1.0266 0.4358 -2.0416 0.12
C 0.5358 -0.3850 1.0587 -0.45
N -0.6209 -0.3037 1.5280 0.23
H 1.4924 -2.0051 1.1724 0.13
H 0.1004 1.7248 0.7703 0.12
H -1.3813 0.3114 -3.0412 0.03
```

# 2
Formula: C4H8NPS
Source: the Open Molecules 2025 dataset
Level of theory: ωB97M-V/def2-TZVPD

Computed properties:
SMILES: CC=C=N.PC=S
Total charge: 0
Energy above the lowest of the compared OMol25 structures with the same formula, charge and spin in eV: 2.976

```
15
Properties=species:S:1:pos:R:3:lowdin_charge:R:1
C 1.1448 -1.1268 -1.1915 -1.07
C -0.2227 0.0633 1.8607 -0.23
C -0.8333 1.9807 0.4435 -0.12
C 0.1430 1.0566 1.0720 -0.20
N -0.3796 -0.6915 2.7959 0.14
P 0.4338 -2.4368 -2.3350 0.70
S 2.6113 -1.2468 -0.5443 0.60
H 0.5301 -0.2213 -1.2235 -0.02
H -1.2628 2.6310 1.1598 0.06
H -1.7184 1.5024 0.0414 0.07
H -0.4193 2.4824 -0.4065 0.06
H 1.2868 1.1767 0.9389 0.13
H -0.6268 -1.6715 2.5432 0.08
H -0.9388 -2.1914 -1.9001 -0.11
H 0.2519 -1.3070 -3.2544 -0.09
```